No. 1
Here is a 11-piece molecular cluster, C8H38N12O12 overall from OMol25. Energies are from the ωB97M-V functional and the def2-TZVPD basis.

Structure (XYZ):
```
70
Properties=species:S:1:pos:R:3:mulliken_charge:R:1
O 7.2282 -13.9786 -4.1668 -0.65
O 4.7653 -18.6300 -2.4055 -0.67
O 1.9218 -26.5000 -7.2353 -0.63
O 11.3463 -21.7835 -2.6269 -0.58
O -0.5304 -17.5340 2.7536 -0.51
O -0.9563 -14.6627 -4.0018 -0.66
O 1.0422 -25.0142 -2.5437 -0.64
O -2.4232 -22.7226 -7.6556 -0.68
O 7.8856 -24.1609 3.3849 -0.65
O 8.2858 -17.7031 -7.8476 -0.72
O -1.5917 -19.6549 4.3791 -0.50
O -4.6855 -18.9749 -1.7460 -0.63
N 6.0632 -17.5794 -8.5467 -0.35
N 4.5080 -20.7731 -2.8764 -0.41
N 7.3048 -24.2836 1.2531 -0.38
N 11.5855 -19.5783 -2.2461 -0.37
N -0.8169 -12.5184 -4.7026 -0.36
N 12.4105 -20.9682 -0.9244 -0.43
N 7.3055 -19.0767 -9.2691 -0.38
N 2.8836 -19.8500 -1.8100 -0.43
N 0.9913 -13.8328 -4.5993 -0.36
N -3.6948 -22.2115 -5.9113 -0.34
N -1.8290 -21.1208 -6.1472 -0.42
N 7.5261 -22.3216 2.2545 -0.36
C 11.7294 -20.8628 -2.0345 0.62
C -0.3119 -13.7182 -4.4355 0.65
C 7.2146 -18.0800 -8.4893 0.67
C 0.0247 -17.8856 4.0054 -0.49
C -2.6556 -21.9870 -6.6659 0.62
C -0.1846 -19.4182 4.3092 -0.34
C 7.6357 -23.6206 2.3384 0.65
C 4.1015 -19.6695 -2.3098 0.68
H 1.1726 -25.8615 -2.1179 0.32
H 12.0246 -18.9239 -1.6145 0.16
H 10.9819 -19.2565 -2.9893 0.21
H 7.6088 -14.5144 -4.8627 0.33
H 5.3498 -17.9170 -9.1770 0.18
H -1.0387 -16.7307 2.8875 0.30
H 0.3336 -20.0771 3.6126 0.25
H -4.3124 -23.0086 -5.9686 0.22
H 1.0385 -17.4994 3.8996 0.33
H 5.9104 -16.7194 -8.0396 0.23
H 3.9289 -21.5904 -2.7471 0.16
H 0.1246 -24.7998 -2.3756 0.32
H 8.1667 -19.6026 -9.3121 0.22
H 5.2009 -20.6118 -3.5933 0.23
H 7.2674 -23.7598 0.3903 0.17
H 7.7265 -21.6882 3.0152 0.21
H 6.7517 -14.6013 -3.6178 0.32
H 0.4103 -19.6364 5.1961 0.31
H 6.5320 -19.3903 -9.8378 0.14
H 12.4263 -20.1743 -0.3002 0.17
H -0.2129 -11.8817 -5.2025 0.17
H -3.7607 -21.5772 -5.1281 0.13
H -2.1020 -20.4292 -5.4636 0.22
H 1.5197 -14.6739 -4.4165 0.20
H -1.1944 -20.7106 -6.8173 0.25
H 7.3245 -25.2871 1.1403 0.21
H -3.9421 -18.3753 -1.6818 0.32
H 7.2112 -21.9862 1.3554 0.15
H 2.3364 -19.0052 -1.7264 0.24
H -0.3352 -17.3032 4.8536 0.31
H 1.6224 -26.1088 -6.4146 0.32
H 12.6141 -21.9198 -0.6538 0.22
H -5.2725 -18.7058 -1.0394 0.32
H -1.9371 -19.1779 3.6209 0.33
H 2.4016 -20.6932 -2.0872 0.19
H 1.4793 -27.3479 -7.2725 0.32
H -1.7613 -12.2088 -4.5228 0.21
H 1.5673 -13.0799 -4.9478 0.15
```

Values from the calculation:
Net charge ... 0
SMILES ... NC(N)=O.NC(N)=O.NC(N)=O.NC(N)=O.NC(N)=O.NC(N)=O.OCCO.O.O.O.O
ΔE to the lowest compared entry with this formula, charge and spin ... 0.0 kcal/mol
Gap between HOMO and LUMO ... 9.41 eV

No. 2
Here is a 10-piece molecular cluster, C40H62O35P2S overall from OMol25. Energies are from the ωB97M-V functional and the def2-TZVPD basis.

Structure (XYZ):
```
140
Properties=species:S:1:pos:R:3:mulliken_charge:R:1
S 1.4605 3.0729 -2.3913 1.27
P -2.2952 2.4898 -0.4970 -0.33
P 0.6752 2.8444 1.7042 0.13
O 5.9260 0.7174 -0.0620 -0.52
O 2.6378 2.9725 7.1166 -0.35
O 0.9614 -2.6083 1.3335 0.07
O 4.3300 1.8474 6.1921 -0.36
O 2.1920 2.2722 -3.3286 -0.70
O -2.1724 6.2781 -3.5849 -0.36
O 5.6605 2.7956 -0.8757 -0.18
O 0.7448 10.5642 -4.9575 -0.35
O -7.8442 -4.3039 3.0169 -0.22
O 4.7326 -5.5281 -0.8263 -0.36
O -4.7846 -1.0539 2.2687 -0.39
O 1.6832 8.6004 -4.4647 -0.33
O 5.1078 -9.2686 -4.4497 -0.32
O -3.6541 -3.1596 5.9995 -0.36
O 1.6334 4.4800 -2.6644 -0.58
O 3.1894 -5.5936 0.8082 -0.53
O 5.9488 -7.2597 -3.8753 -0.51
O 2.6923 10.5103 -3.8256 -0.53
O -3.6983 -2.8949 2.9000 -0.20
O 4.1155 -7.4057 -5.1744 -0.34
O -0.4662 -4.1382 2.0991 -0.34
O -8.9647 -3.1270 1.4611 -0.53
O 1.8039 2.8279 -0.8234 -0.07
O -0.9430 -2.9934 0.2165 -0.63
O 3.1427 0.7365 0.4847 -0.09
O -0.0943 2.6152 -2.2572 -0.57
O -10.0606 -4.1346 3.1579 -0.34
O 1.5858 2.0661 2.5845 -0.35
O -1.9026 6.3122 -5.7908 -0.53
O 7.6038 2.2183 0.0534 -0.36
O 2.9039 -4.2637 -0.9855 -0.22
O 4.0156 1.7568 8.4209 -0.53
O -3.5250 -5.3029 5.4014 -0.40
O -5.4583 -4.4781 6.2193 -0.56
O -2.9283 -0.8801 3.5357 -0.61
C 3.8703 -9.6808 -5.0365 -0.31
C 0.3726 8.3016 -4.9657 0.01
C -0.5113 2.9627 -0.9037 -0.19
C -9.6721 -5.1093 4.1399 -0.33
C 4.7380 -4.9900 -2.1556 -0.18
C -8.9603 -3.7904 2.4473 0.61
C 0.7310 -4.2850 2.8774 -0.25
C 7.8199 3.4926 -0.5627 -0.38
C 3.5191 2.3173 5.1054 0.00
C -1.4268 5.3674 -1.4998 -1.15
C 2.7082 3.4096 5.7557 -0.23
C -2.4875 -0.3481 -1.0505 -1.32
C -1.1415 5.4006 -3.0029 0.01
C -4.9307 -3.3408 2.3153 -0.17
C 0.7140 0.7572 0.0114 -1.73
C 2.4378 -0.1584 -1.6935 -1.14
C 0.0037 9.5771 -5.6828 -0.28
C -2.4650 0.7429 0.0704 0.18
C -0.4914 4.5037 -0.6426 -1.52
C 3.4981 -8.4847 -5.8826 -0.30
C 3.7786 -3.8297 -2.0346 -0.25
C 3.6951 2.1528 7.3483 0.60
C -3.5662 4.8005 -5.0302 -1.02
C 1.7962 9.9460 -4.3627 0.57
C 2.0890 0.1006 -0.1970 0.43
C -2.2709 -3.4096 5.7375 -0.33
C -8.1981 -4.8263 4.2963 -0.34
C 5.1393 -7.9157 -4.4439 0.71
C -4.3181 -4.3318 5.9098 0.61
C 0.6630 2.3078 -0.0976 1.97
C -3.1348 2.4619 -2.1572 -1.05
C -0.2192 -3.2276 1.1327 0.36
C -5.3723 -2.1348 1.5246 -0.30
C 6.4103 4.0071 -0.7486 -0.33
C 1.4373 -2.9726 2.6360 -0.62
C -3.7295 -1.5460 2.9596 0.63
C -2.3239 -4.6812 4.9228 0.17
C 6.3596 1.8048 -0.2731 0.61
C -2.4879 5.8467 -4.8566 0.80
C 3.5736 -5.1700 -0.2367 0.64
H 0.5222 4.9049 -0.6278 0.80
H -4.7658 -4.2195 1.6963 0.47
H 2.0126 -0.9025 0.2351 0.07
H 4.3884 -5.7531 -2.8458 -0.05
H -3.9873 4.9295 -6.0245 0.39
H -1.0615 9.7906 -5.6472 0.29
H -7.9829 -4.0706 5.0525 0.29
H 4.1404 2.6754 4.2892 0.28
H 3.2083 4.3807 5.7244 0.28
H 4.0048 -10.5894 -5.6180 0.29
H 8.3389 3.3410 -1.5109 0.26
H -0.6673 2.6208 2.1114 0.07
H 3.2200 -3.6421 -2.9486 0.37
H 0.0241 0.3276 -0.7195 -0.03
H -0.2893 8.0902 -4.1249 0.02
H -9.8693 -6.1079 3.7452 0.25
H 0.3334 9.5829 -6.7237 0.24
H -7.6136 -5.7160 4.5147 0.32
H -3.4714 -0.4287 -1.5100 0.36
H -1.7545 -0.0818 -1.8165 0.42
H -2.4875 5.1570 -1.3549 0.47
H 6.2940 4.6263 -1.6344 0.31
H -10.2333 -4.9752 5.0608 0.31
H -3.3202 3.4644 -2.5288 0.09
H -1.8256 -2.5757 5.1996 0.20
H 0.4894 -4.4543 3.9249 0.28
H 2.4242 -8.3320 -5.9564 0.28
H 4.2715 -2.9064 -1.7229 0.22
H -2.4302 -4.4869 3.8537 0.00
H -5.6243 -3.5934 3.1142 0.02
H -1.2868 6.3981 -1.1555 0.34
H 1.6084 0.2132 -2.2981 0.35
H -2.4919 1.9359 -2.8723 0.29
H 2.5203 -3.0653 2.6408 0.38
H -6.4540 -2.0319 1.4744 0.33
H -1.7513 -3.5414 6.6889 0.35
H -0.8618 4.6008 0.3843 0.37
H 3.8423 0.9939 -0.1218 0.06
H 3.9213 -8.5340 -6.8875 0.27
H 3.1490 -9.8709 -4.2394 0.26
H -0.1950 5.8982 -3.2053 0.21
H 0.3959 7.4378 -5.6221 0.39
H 1.7140 3.5071 5.3274 0.19
H 1.2970 -5.1358 2.4967 0.26
H 2.8993 1.4984 4.7421 0.13
H -1.4649 -5.3286 5.0855 0.41
H -2.1851 -1.2799 -0.5692 0.18
H 6.0462 4.5570 0.1211 0.28
H 1.1426 -2.1969 3.3461 0.36
H 0.3277 0.4768 0.9946 0.85
H 2.4627 -1.2318 -1.8897 -0.10
H 5.7399 -4.6867 -2.4449 0.36
H -1.2205 4.4349 -3.5029 0.34
H 0.8589 4.2455 1.7792 0.09
H -3.4533 0.6845 0.5419 0.67
H 8.4258 4.1300 0.0762 0.31
H -4.3540 4.8921 -4.2819 0.34
H 3.3701 0.3169 -1.9921 0.40
H -4.9649 -2.1270 0.5111 0.16
H -4.0400 1.8638 -2.0539 0.60
H -3.1286 3.8028 -4.9493 0.22
H -1.7602 0.4750 0.8550 0.12
```

Values from the calculation:
Net charge ... 0
SMILES ... CCP(C)[C@]1(CCCOC(C)=O)OS(=O)(=O)O[C@@]1(C[C@@H](C)O)[PH2]=O.O=C1OCCO1.O=C1OCCO1.O=C1OCCO1.O=C1OCCO1.O=C1OCCO1.O=C1OCCO1.O=C1OCCO1.O=C1OCCO1.O=C1OCCO1
Gap between HOMO and LUMO ... 9.26 eV

No. 3
Here is one molecule with the formula C26H28N6O3 from OMol25. Energies are from the ωB97M-V functional and the def2-TZVPD basis.

Structure (XYZ):
```
63
Properties=species:S:1:pos:R:3:mulliken_charge:R:1
O -0.5846 3.2655 -0.4712 -0.78
O -7.0519 -0.7240 -0.2219 -0.47
O 3.5998 1.1965 -0.4832 -0.20
N 1.6067 2.4868 1.3431 1.20
N 1.7149 2.9251 2.5998 -0.48
N -2.7751 2.7523 -0.4787 0.00
N 0.4298 -0.7879 0.3233 0.35
N 0.9510 2.2225 3.3247 -0.92
N 0.3139 1.3122 2.6042 -0.13
C 2.1597 -5.5143 0.0568 -0.61
C 0.9795 -3.5120 0.6983 0.47
C 5.1391 2.2863 -1.8564 -0.65
C -0.1178 -2.8361 1.4681 -0.99
C 1.6971 -1.2610 -0.1974 -0.43
C 0.2506 0.6450 0.1914 1.31
C -4.6449 -0.3794 -0.1066 -0.25
C -3.5767 0.5253 -0.1714 0.36
C 1.1550 -4.8886 0.7696 -0.65
C 4.0450 1.2228 -1.8240 -0.36
C -1.2032 1.0091 -0.0373 -0.82
C 0.1877 -1.3514 1.6397 -1.28
C 3.0074 -4.7610 -0.7390 -0.72
C 0.7216 1.4585 1.3610 -0.31
C -5.9436 0.0622 -0.2671 0.57
C 2.3270 3.1305 0.2861 -1.24
C -5.1508 2.3254 -0.5657 -0.69
C 3.7116 2.4999 0.0697 0.18
C -3.8339 1.8868 -0.4038 -0.64
C -6.8882 -2.1004 0.0229 -0.81
C -1.4542 2.4152 -0.3314 0.27
C -2.2194 0.1216 0.0077 -0.29
C 4.5600 3.3356 -0.9074 -0.82
C 2.8386 -3.3921 -0.8156 -0.57
C -6.1857 1.4276 -0.4980 -0.73
C 1.8274 -2.7564 -0.1046 0.46
H 1.7249 3.0860 -0.6235 0.37
H -2.9624 3.7305 -0.6662 0.23
H 3.4993 -2.7998 -1.4334 0.42
H -6.2968 -2.5804 -0.7634 0.32
H -5.3474 3.3722 -0.7431 0.39
H 1.7710 -0.9619 -1.2481 0.54
H -0.2409 -3.3082 2.4447 0.51
H -4.4182 -1.4177 0.0746 0.53
H 0.8159 0.9753 -0.6883 0.27
H -0.6464 -0.8325 2.1105 0.67
H 3.2193 1.4972 -2.4977 0.29
H 1.0645 -1.2362 2.2968 0.47
H 2.2851 -6.5850 0.1227 0.38
H -2.0080 -0.9219 0.1769 0.51
H 3.7974 -5.2410 -1.2976 0.41
H -7.8925 -2.5204 0.0248 0.23
H -7.2084 1.7463 -0.6193 0.45
H 2.5546 -0.8065 0.3316 0.26
H 4.3929 0.2203 -2.0757 0.27
H 4.2005 2.3922 1.0466 0.45
H 6.0655 1.8761 -1.4542 0.27
H 5.3212 2.6700 -2.8569 0.35
H -1.0572 -2.9557 0.9192 0.22
H 5.3270 3.9061 -0.3900 0.36
H -6.4182 -2.2815 0.9947 0.33
H 2.4519 4.1731 0.5868 0.36
H 0.4940 -5.4715 1.3959 0.43
H 3.9181 4.0271 -1.4544 0.36
```

Values from the calculation:
Net charge ... 0
SMILES ... COc1ccc2[nH]c(=O)c([C@@H](c3nnnn3C[C@@H]3CCCO3)N3CCc4ccccc4C3)cc2c1
ΔE to the lowest compared entry with this formula, charge and spin ... 44.8 kcal/mol
Gap between HOMO and LUMO ... 8.31 eV

No. 4
Here is C13H25BeF2KO17V as an isolated structure from OMol25. Energies are from the ωB97M-V functional and the def2-TZVPD basis.

Structure (XYZ):
```
60
Properties=species:S:1:pos:R:3:mulliken_charge:R:1
V -3.8072 -0.0984 -6.7678 1.75
K 2.5167 -2.6331 -3.5403 1.07
F -0.3667 -2.6163 2.5772 -0.28
F 0.6656 3.1450 3.2695 -0.30
O -1.8058 2.0859 -1.4010 -0.47
O -0.7191 -3.6507 -3.3624 -0.52
O -5.4128 0.1473 -6.7022 -0.72
O 2.6596 -1.2522 3.5547 -0.33
O 1.4099 -1.4681 1.7597 -0.13
O 1.0362 -0.7967 -7.1851 -0.62
O -2.9393 0.3893 -9.3608 -0.67
O -1.0149 0.3971 6.3378 -0.56
O 0.3083 2.2046 6.5752 -0.32
O -2.1104 1.4150 0.6838 -0.34
O -2.4064 -0.6544 -3.9063 -0.89
O 4.8651 -0.5101 -0.2440 -0.41
O 3.2921 -0.2457 1.6414 -0.69
O 0.7199 -2.0674 -2.7977 -0.82
O -2.2065 -0.5000 -6.5129 -0.70
O -0.4851 1.6820 4.5598 -0.18
O -0.2992 5.6762 5.9577 -0.70
C -0.1903 -0.6995 -1.0334 1.29
C 2.5131 -0.9350 2.2951 0.62
C 0.0069 3.0147 4.4594 0.38
C -0.0024 0.5060 -0.1589 -0.63
C -0.5589 -2.4686 -3.2593 0.12
C -0.4467 1.3398 5.8839 0.59
C 0.9376 3.0956 5.6332 -0.38
C -2.3507 1.2921 -0.6617 0.71
C -1.0047 0.5636 0.9701 0.09
C -3.2179 0.2272 -1.2376 -0.93
C 0.7847 -0.7631 -2.1790 -0.07
C 1.4641 -1.9722 3.9804 -0.27
C 0.9653 -2.5217 2.6507 -0.01
Be 0.9240 -4.9512 3.9914 0.12
H 1.0100 4.1083 6.0181 0.21
H 0.5045 -1.5078 -7.5585 0.32
H -3.4115 0.5434 -2.2540 0.35
H -1.6433 -0.4721 -4.4699 0.26
H -1.3899 -1.7459 -3.5075 0.41
H 0.4207 -0.0550 -7.1385 0.30
H 1.4092 -3.4709 2.3480 0.36
H -0.4801 6.5882 6.2204 0.24
H 0.9933 0.4006 0.2779 0.19
H -0.8202 3.7218 4.4959 0.32
H 4.9228 0.3240 -0.7472 0.43
H -2.1113 0.5742 -9.8222 0.22
H 0.5555 0.0450 -2.8743 0.34
H -0.5158 0.9661 1.8547 0.03
H 0.7581 -1.2780 4.4406 0.31
H -0.1109 -1.5989 -0.4151 0.27
H -4.1284 0.0358 -0.6742 0.44
H 1.7153 -2.7446 4.7007 0.28
H -2.6627 -0.6998 -1.2672 0.33
H 5.7529 -0.8093 0.0290 0.42
H -1.3348 -0.4444 1.2544 0.31
H 1.9391 2.7192 5.4087 0.25
H 1.8306 -0.5686 -1.8490 0.11
H 4.2204 -0.4058 0.5869 0.51
H -1.1474 -0.6024 -1.5281 -1.00
```

Values from the calculation:
Net charge ... +1
Gap between HOMO and LUMO ... 1.77 eV

No. 5
Here is one molecule with the formula C6H11ClNO2P from OMol25. Energies are from the ωB97M-V functional and the def2-TZVPD basis.

Structure (XYZ):
```
22
Properties=species:S:1:pos:R:3:mulliken_charge:R:1
Cl 1.2430 1.0736 -3.3802 -0.15
P -0.0365 0.7693 -0.7964 0.87
O 0.4519 0.0335 0.6085 -0.27
O -1.1750 -0.1027 -1.3622 -0.31
N -1.8289 2.9822 0.0204 -0.43
C 1.5164 0.4040 -1.7994 -0.61
C -0.8216 -1.3937 -1.9203 -0.29
C 0.2713 0.8593 2.9513 -1.07
C -0.9036 -2.4754 -0.8168 -0.74
C 0.9651 0.8087 1.6266 -0.52
C -1.1944 2.0301 -0.0743 0.23
H -0.3436 -2.0661 -0.0600 0.17
H -1.9736 -2.5714 -0.3910 0.25
H 2.0069 0.3063 1.7798 0.31
H 1.2091 1.7688 1.2619 0.46
H 0.1613 -1.1930 -2.4828 0.41
H 0.8535 1.4031 3.7155 0.37
H -1.7431 -1.4478 -2.6532 0.21
H -0.4366 -3.4615 -1.1005 0.32
H 2.3323 1.2048 -1.3628 0.26
H -0.7459 1.2996 2.9056 0.27
H 0.1921 -0.2317 3.3304 0.25
```

Values from the calculation:
Net charge ... 0
SMILES ... CCOP(C#N)(=CCl)OCC
ΔE to the lowest compared entry with this formula, charge and spin ... 0.0 kcal/mol
Gap between HOMO and LUMO (alpha / beta) ... 8.21 / 8.21 eV

No. 6
Here is a 2-piece molecular cluster, C4H3F5I2 overall from OMol25. Energies are from the ωB97M-V functional and the def2-TZVPD basis.

Structure (XYZ):
```
14
Properties=species:S:1:pos:R:3:mulliken_charge:R:1
I -1.7328 2.1525 0.5459 0.06
I 0.5732 -2.3249 0.9293 0.19
F -0.8177 0.2735 2.5250 -0.23
F 0.6673 0.0572 -2.5098 -0.22
F -0.2962 -1.8668 -2.1021 -0.20
F -1.4889 -0.0350 -2.1876 -0.19
F -2.0824 -0.6678 1.0701 -0.20
C -1.0561 0.1814 1.1986 0.42
C -0.3185 -0.5699 -1.8894 0.80
C 1.3618 0.6007 0.4775 -1.35
C 0.1707 -0.2938 0.4941 -0.21
H 1.7601 0.7169 1.4902 0.38
H 1.1092 1.5930 0.1046 0.37
H 2.1502 0.1829 -0.1464 0.38
```

Values from the calculation:
Net charge ... 0
Gap between HOMO and LUMO (alpha / beta) ... 8.45 / 8.45 eV

No. 7
Here is H2ORb as an isolated structure from OMol25. Energies are from the ωB97M-V functional and the def2-TZVPD basis.

Structure (XYZ):
```
4
Properties=species:S:1:pos:R:3:mulliken_charge:R:1
Rb -20.7160 28.6910 -6.6547 0.99
O -18.2679 28.3776 -8.2311 -0.65
H -17.9319 27.8340 -8.9581 0.33
H -18.0514 27.8916 -7.4274 0.33
```

Values from the calculation:
Net charge ... +1
ΔE to the lowest compared entry with this formula, charge and spin ... 6.3 kcal/mol
Gap between HOMO and LUMO ... 12.14 eV

No. 8
Here is a 2-piece molecular cluster, CH4NO3S overall from OMol25. Energies are from the ωB97M-V functional and the def2-TZVPD basis.

Structure (XYZ):
```
10
Properties=species:S:1:pos:R:3:mulliken_charge:R:1
S -0.3542 -0.6040 1.9716 0.40
O 0.6935 -1.6390 -2.7287 -0.20
O -1.7130 -0.2777 2.4829 -0.64
O 0.6222 -0.2282 2.9723 -0.61
N 0.5685 -0.5536 -3.3777 -0.08
C 0.0342 0.7134 0.6371 -0.99
H -0.0469 -0.0203 -2.7429 0.28
H 0.7892 0.1975 0.0073 0.23
H -0.7425 0.6310 -0.0850 0.25
H 0.1490 1.7809 0.8631 0.35
```

Values from the calculation:
Net charge ... -1
ΔE to the lowest compared entry with this formula, charge and spin ... 88.0 kcal/mol
Gap between HOMO and LUMO ... 4.57 eV

Number 1: largest force on an atom 0.1716 hartree/bohr. Number 2: largest force on an atom 0.0378 hartree/bohr. Number 3: largest force on an atom 0.0283 hartree/bohr. Number 4: largest force on an atom 0.1013 hartree/bohr. Number 5: largest force on an atom 0.0923 hartree/bohr. Number 6: largest force on an atom 0.0699 hartree/bohr. Number 7: largest force on an atom 0.0122 hartree/bohr. Number 8: largest force on an atom 0.0980 hartree/bohr.